{"formula": "C10H11NS2", "method": "ωB97M-V/def2-TZVPD", "species": ["H", "C", "C", "H", "H", "S", "C", "C", "S", "C", "H", "C", "H", "C", "H", "H", "H", "C", "C", "H", "N", "C", "H", "H"], "coordinates": [[0.24, 2.50, -3.63], [0.02, 1.59, -3.04], [-1.85, -0.43, 2.07], [2.54, -0.39, 3.48], [0.43, -0.58, 3.83], [-0.87, 2.09, -1.58], [0.23, 0.07, 0.64], [-0.38, -0.26, 1.87], [-0.50, -0.93, -2.20], [0.37, 0.29, -3.15], [0.96, 0.12, -4.01], [-0.97, 0.34, -0.97], [-2.03, -2.15, -3.38], [2.01, -0.26, 2.56], [-2.34, 0.51, 1.68], [3.43, 0.01, 1.19], [-2.11, -0.37, 3.03], [1.52, 0.19, 0.28], [2.43, -0.02, 1.29], [-2.07, -1.35, 1.48], [-1.75, -1.27, -3.07], [0.60, -0.38, 2.88], [2.03, 0.40, -0.63], [-1.95, 0.29, -0.62]], "homo_energy_ha": -0.305, "charge": 0, "de_lowest_kcal_mol": 121.3}

=====

{"formula": "C10H11O3P", "method": "ωB97M-V/def2-TZVPD", "species": ["O", "H", "H", "C", "P", "H", "C", "H", "H", "H", "C", "H", "C", "C", "H", "C", "H", "C", "C", "C", "O", "H", "H", "O", "C"], "coordinates": [[1.87, 0.23, 0.77], [2.46, 1.36, -1.24], [-5.12, -0.50, -1.45], [3.41, 0.98, -0.85], [0.44, 0.54, -0.03], [3.72, -0.21, 0.90], [-2.46, -1.27, 0.62], [3.00, -0.92, -0.58], [-0.73, 0.94, 2.23], [-0.18, -0.78, 1.82], [-4.16, -0.35, -0.84], [4.13, 0.42, -1.55], [-3.63, -1.38, -0.11], [-1.91, 2.32, 0.12], [3.78, 1.88, -0.38], [3.03, -0.04, 0.12], [-3.92, -2.40, -0.24], [-1.85, -0.06, 0.73], [-2.44, 1.11, 0.07], [-0.67, 0.20, 1.48], [0.27, -0.59, -1.01], [-1.91, -2.12, 1.06], [-4.10, 1.80, -1.14], [-1.54, 3.39, -0.04], [-3.58, 0.93, -0.74]], "homo_energy_ha": [-0.253, -0.265], "charge": 0, "de_lowest_kcal_mol": 51.5}

=====

{"formula": "C10H12BN3O5", "method": "ωB97M-V/def2-TZVPD", "species": ["C", "N", "H", "C", "C", "C", "H", "N", "H", "H", "H", "O", "C", "O", "O", "C", "C", "C", "C", "H", "C", "H", "O", "H", "B", "N", "H", "H", "H", "H", "O"], "coordinates": [[-2.10, 0.06, 2.98], [-0.88, -1.01, -1.52], [-1.80, 2.45, 2.44], [-0.66, -0.80, -2.64], [-1.79, 1.37, 2.12], [-1.54, 0.81, 0.86], [1.11, -4.49, 2.06], [-1.19, -2.55, 3.15], [3.23, 3.31, -2.52], [1.58, -4.06, 3.72], [2.39, 2.25, -1.36], [-1.78, -1.56, 0.00], [4.45, 2.59, -0.93], [-1.74, -1.15, 2.34], [-2.29, 1.95, -1.35], [-0.39, -0.52, -4.08], [0.75, -4.38, 3.08], [3.33, 2.42, -1.90], [-0.34, -3.36, 3.13], [0.21, 0.38, -4.18], [-1.69, -0.78, 0.91], [0.37, -5.34, 3.44], [-2.64, 0.27, 4.06], [-1.33, -0.38, -4.62], [-1.21, 1.75, -0.41], [5.32, 2.73, -0.17], [-3.06, 2.14, -0.76], [-0.04, 3.30, -0.22], [0.16, -1.36, -4.52], [3.53, 1.56, -2.54], [0.01, 2.42, -0.67]], "homo_energy_ha": -0.304, "charge": 0, "de_lowest_kcal_mol": 91.2}

=====

{"formula": "C10H12BrIrN3O3", "method": "ωB97M-V/def2-TZVPD", "species": ["H", "C", "H", "H", "C", "C", "H", "C", "C", "H", "N", "H", "C", "Ir", "H", "H", "O", "O", "N", "C", "H", "C", "C", "O", "H", "H", "Br", "N", "C", "H"], "coordinates": [[0.22, -2.38, -2.08], [3.21, -1.33, -1.10], [-3.14, 2.62, 2.46], [0.67, -0.89, -2.59], [2.22, 0.30, 2.16], [-1.76, -0.23, -1.02], [4.03, 0.33, 0.98], [-3.59, 1.04, -0.38], [-3.32, 2.83, 1.41], [3.70, -1.22, 1.75], [0.87, -1.61, -1.90], [2.64, -1.96, -3.07], [-3.11, 0.00, -1.15], [0.70, -0.77, 0.04], [-2.83, 3.78, 1.18], [-4.39, 2.96, 1.27], [4.40, -1.28, -1.23], [0.95, 0.25, 1.71], [-1.03, 0.34, -0.16], [-2.78, 1.73, 0.54], [-4.63, 1.35, -0.48], [3.24, -0.37, 1.23], [2.28, -2.07, -2.05], [2.54, 0.82, 3.18], [-3.73, -0.53, -1.86], [2.33, -3.12, -1.77], [-0.02, -2.84, 0.84], [2.54, -0.82, 0.04], [-1.46, 1.34, 0.65], [-0.76, 1.74, 1.37]], "homo_energy_ha": -0.459, "charge": 1, "de_lowest_kcal_mol": 35.5}